This record from the OMol25 dataset describes 2 unconnected molecules or ions with the total composition C3H7N4. The level of theory is ωB97M-V with the def2-TZVPD basis set.

The geometry in XYZ format:
```
14
Properties=species:S:1:pos:R:3:forces:R:3:lowdin_charge:R:1
C 2.0531 -0.8017 -0.9456 2.152 0.985 -0.403 -0.0602
C 1.5817 0.0054 0.0582 -0.065 3.123 1.329 0.0085
C -0.8208 0.8094 0.4771 2.823 3.033 4.115 -0.2736
N 1.0064 -1.3281 -1.5339 0.488 -1.596 -1.413 0.1204
N -0.0280 -0.8710 -0.9783 -0.628 1.282 0.902 0.0668
N 0.2334 0.0876 -0.0140 1.161 -3.427 -2.228 -0.0167
N -2.0227 0.3715 0.2211 -5.065 -2.137 1.063 0.0608
H 3.1074 -0.7796 -1.3739 -1.704 -0.714 0.900 0.1659
H 2.0536 0.7370 0.7040 0.303 -0.426 -0.031 0.1475
H -0.6048 1.8660 0.8067 -0.191 -1.326 -0.832 0.1441
H -0.4496 0.4799 2.5548 -0.105 0.194 -1.101 0.1532
H -0.9399 -1.1907 -1.1873 -1.150 -0.054 -0.277 0.1719
H -2.3945 -0.4447 0.8273 1.181 1.155 -1.478 0.1728
H -2.7753 1.0590 0.3839 0.800 -0.091 -0.544 0.1386
```
Forces are in eV/Å.

## Properties
Kohn-Sham gap (alpha / beta) ... 8.8 / 7.5 eV
Energy above the lowest of the compared OMol25 structures with the same formula, charge and spin ... 142.1 kcal/mol
Total charge ... +1
E ... -9172.3530 eV
E_LUMO (alpha / beta) ... -5.4442 / -5.0877 eV
HOMO energy (alpha / beta) ... -14.27 / -12.63 eV

---

This record from the OMol25 dataset describes a gas-phase ion, C3H7N4 (charge +1). The level of theory is ωB97M-V with the def2-TZVPD basis set.

The geometry in XYZ format:
```
14
Properties=species:S:1:pos:R:3:forces:R:3:lowdin_charge:R:1
C 2.1296 1.0568 -0.0646 -1.278 -0.986 -0.604 0.0515
C 0.5900 1.0492 -0.2700 -1.957 0.446 0.553 -0.1131
C -1.7140 0.1265 -0.0121 -0.128 0.713 -1.718 -0.2758
N 2.5616 -0.0804 0.1779 -0.682 -1.339 -0.857 0.0339
N 2.4013 -1.2085 0.4318 0.111 1.128 3.553 0.3420
N -0.1720 0.0731 0.0133 1.777 0.727 0.221 0.0707
N -2.3494 -1.0997 0.2511 -0.597 2.648 1.798 0.0177
H 2.8671 1.7555 -0.3230 0.379 1.557 -0.200 0.1346
H 0.1998 2.0321 -0.6185 0.466 -0.486 0.200 0.1422
H -1.9424 0.5317 -1.1529 0.274 -0.607 3.056 0.1753
H -2.0337 0.7227 0.8694 0.468 0.716 -1.208 0.1318
H 2.2643 -1.9569 -0.1795 0.083 -1.347 -2.297 0.1315
H -2.0445 -1.8002 -0.3244 0.214 -2.620 -0.944 0.0405
H -2.7578 -1.2019 1.2017 0.872 -0.551 -1.554 0.1171
```
Forces are in eV/Å.

## Properties
Structure (SMILES) ... N=[N+]=C/C=N/CN
Kohn-Sham gap (alpha / beta) ... 6.8 / 6.8 eV
Energy above the lowest of the compared OMol25 structures with the same formula, charge and spin ... 124.8 kcal/mol
Total charge ... +1
E ... -9173.1051 eV
E_LUMO (alpha / beta) ... -6.2698 / -6.2693 eV
HOMO energy (alpha / beta) ... -13.07 / -13.07 eV

---

This record from the OMol25 dataset describes a molecular structure, C3H7N4O. The level of theory is ωB97M-V with the def2-TZVPD basis set.

The geometry in XYZ format:
```
15
Properties=species:S:1:pos:R:3:forces:R:3:lowdin_charge:R:1
C 0.8669 1.2567 0.0247 1.150 -2.331 1.438 -0.2968
C -1.3821 0.4697 -0.5193 2.843 0.055 -2.436 -0.1016
C 0.4947 -0.5520 0.6927 0.871 3.461 -1.902 -0.1457
N 2.1999 -1.7157 -0.4103 -1.179 3.156 4.078 0.1538
N 1.0001 -1.3857 -0.2551 0.298 -2.609 -2.577 -0.0633
N -0.3681 1.5056 -0.4037 0.288 0.939 -0.071 0.0741
N -1.0592 -0.4875 0.5637 1.115 -0.166 1.729 0.0937
O 1.8915 1.8452 0.1479 -1.810 -1.046 -0.235 0.1879
H -2.2321 1.0373 -0.2829 -1.998 -0.262 -0.384 0.1272
H -1.2487 -0.0718 -1.5740 -0.912 1.155 2.428 0.1978
H 0.8867 -0.5369 1.6641 0.054 -0.239 1.605 0.1303
H 2.3572 -2.3413 -1.1354 -0.533 -1.478 -2.189 0.0471
H -0.5896 2.4830 -0.2898 -0.634 0.206 -0.569 0.1729
H -1.4680 -0.0466 1.4678 0.722 -1.689 -1.557 0.2302
H -1.3492 -1.4600 0.3096 -0.275 0.847 0.643 0.1923
```
Forces are in eV/Å.

## Properties
Kohn-Sham gap ... 9.2 eV
Energy above the lowest of the compared OMol25 structures with the same formula, charge and spin ... 94.2 kcal/mol
Total charge ... +1
E ... -11221.8925 eV
E_LUMO ... -4.0103 eV
HOMO energy ... -13.24 eV